Computed, not measured: 16 unconnected molecules or ions with the total composition C22H19Cl60N2PSi at a distorted geometry, with the ωB97M-V functional and the def2-TZVPD basis.

```
105
Properties=species:S:1:pos:R:3:lowdin_charge:R:1
C 6.3356 -3.8005 -0.8508 -0.133
C 5.9358 -2.6408 -1.8561 -0.246
C 5.4278 -1.3234 -1.1267 -0.252
C 4.3604 -0.5829 -2.0360 -0.330
Si 2.6102 -0.4703 -1.3037 0.532
C 1.9760 -2.0602 -0.4658 -0.257
C 0.5330 -2.3406 -1.0324 -0.495
C 0.4766 -3.1406 -2.3951 -0.071
N -0.5432 -1.9476 -0.4440 0.081
P 1.2911 0.2751 -2.9263 0.581
N 1.8562 -0.3932 -4.2968 -0.365
H 5.5155 -3.9534 -0.0982 0.000
H 7.2534 -3.5467 -0.2591 0.047
H 6.5623 -4.7284 -1.4295 0.071
H 5.0680 -3.0202 -2.4596 0.096
H 6.7711 -2.4005 -2.5597 0.110
H 5.0558 -1.5636 -0.0969 0.069
H 6.3155 -0.6434 -1.0655 0.105
H 4.6797 0.4602 -2.3081 0.077
H 4.2729 -1.1138 -3.0235 0.060
H 2.6399 0.5771 -0.2624 -0.026
H 1.8424 -1.9442 0.6405 0.078
H 2.6198 -2.9571 -0.6459 0.056
H 1.4600 -2.9596 -2.8999 0.069
H -0.3503 -2.6894 -2.9856 0.049
H 0.3163 -4.2232 -2.2008 0.082
H -1.3006 -2.2865 -1.0566 0.033
H -0.0858 -0.0148 -2.7045 -0.103
H 1.4879 1.6917 -3.0102 -0.026
H 1.0940 -0.9050 -4.7507 -0.101
C 3.9062 -4.4036 2.8453 -1.992
Cl 2.5772 -3.7215 3.8035 0.487
Cl 4.7030 -5.6904 3.7671 0.537
Cl 3.2615 -5.0759 1.3380 0.552
Cl 5.0785 -3.1239 2.4761 0.539
C -3.0378 0.8900 -1.6705 -1.980
Cl -1.7209 0.8594 -0.4779 0.534
Cl -4.0045 -0.5879 -1.5138 0.472
Cl -4.0723 2.2999 -1.3852 0.480
Cl -2.3648 0.9888 -3.3098 0.527
C 3.5354 0.4872 5.1746 -1.970
Cl 3.8342 0.4679 6.9240 0.484
Cl 4.9967 1.0418 4.3375 0.519
Cl 3.1280 -1.1496 4.6228 0.464
Cl 2.1841 1.5846 4.8113 0.476
C 10.1581 -5.2350 1.0762 -2.044
Cl 10.7415 -3.5807 0.8187 0.515
Cl 9.8974 -6.0203 -0.4917 0.516
Cl 11.3614 -6.1493 2.0031 0.519
Cl 8.6304 -5.1883 1.9738 0.509
C -1.3848 -4.8764 -6.1459 -2.027
Cl -2.6773 -4.7242 -7.3489 0.508
Cl -0.2593 -6.1512 -6.6456 0.527
Cl -0.5150 -3.3377 -6.0143 0.511
Cl -2.0893 -5.2934 -4.5717 0.514
C -2.3762 0.1340 -8.0835 -2.033
Cl -1.0490 0.0947 -6.9087 0.493
Cl -3.3336 -1.3520 -7.9454 0.498
Cl -3.4108 1.5366 -7.7569 0.517
Cl -1.7111 0.2578 -9.7218 0.526
C -7.6539 1.9919 -3.9298 -2.005
Cl -7.1012 3.6567 -4.1882 0.518
Cl -7.9509 1.2191 -5.4988 0.524
Cl -6.4098 1.0861 -3.0507 0.479
Cl -9.1531 2.0056 -2.9862 0.481
C -6.2794 -3.4556 -0.0863 -2.030
Cl -5.7493 -3.4955 1.6046 0.525
Cl -7.4633 -4.7444 -0.3669 0.528
Cl -7.0237 -1.8842 -0.4356 0.500
Cl -4.8790 -3.6987 -1.1497 0.493
C 5.3136 2.2153 10.3746 -2.022
Cl 4.3623 0.7756 9.9669 0.457
Cl 5.3108 3.3309 8.9970 0.521
Cl 4.5958 3.0142 11.7850 0.526
Cl 6.9802 1.7395 10.7481 0.526
C 4.1282 5.0652 2.3732 -2.015
Cl 3.3628 6.5333 3.0065 0.493
Cl 5.8249 5.0125 2.8878 0.521
Cl 3.2792 3.6389 2.9961 0.465
Cl 4.0481 5.0768 0.6008 0.513
C -8.1316 4.6446 0.0425 -2.008
Cl -9.6925 4.8110 -0.7814 0.519
Cl -8.1931 5.5327 1.5784 0.513
Cl -7.7993 2.9258 0.3416 0.465
Cl -6.8497 5.3223 -0.9773 0.516
C -13.2224 1.3935 -4.3302 -2.037
Cl -14.6073 2.4851 -4.5129 0.519
Cl -11.8964 1.9419 -5.3714 0.503
Cl -12.6897 1.3949 -2.6375 0.502
Cl -13.6990 -0.2490 -4.7965 0.520
C 1.2881 9.3931 1.0465 -2.036
Cl -0.1073 10.4585 0.8009 0.520
Cl 2.6282 9.9261 0.0159 0.520
Cl 1.7890 9.4598 2.7470 0.496
Cl 0.8430 7.7300 0.6240 0.505
C 0.1862 0.3178 8.8601 -2.025
Cl 1.4256 1.5019 9.3164 0.480
Cl -0.2338 0.5143 7.1513 0.510
Cl 0.8138 -1.3195 9.1279 0.519
Cl -1.2616 0.5649 9.8541 0.523
C -4.7197 2.3670 2.8370 -2.005
Cl -4.3628 2.2646 4.5719 0.526
Cl -3.2900 2.9540 1.9707 0.503
Cl -5.1574 0.7584 2.2263 0.510
Cl -6.0667 3.4874 2.5754 0.469
```

Results
total charge	0
highest occupied orbital energy	-8.13	eV
lowest unoccupied orbital energy	-0.099	eV
molecular weight	2497.6	u
E_tot	-794607.267	eV

=====

Computed, not measured: a single C22H19ClN4O3 molecule at a distorted geometry, with the ωB97M-V functional and the def2-TZVPD basis.

```
49
Properties=species:S:1:pos:R:3:nbo_charge:R:1
C -7.9076 0.5133 2.5990 -0.254
O -8.3991 -0.3218 1.5775 -0.488
C -7.5394 -0.7594 0.6214 0.317
C -8.0937 -1.5842 -0.3623 -0.244
C -7.3057 -2.0821 -1.3789 -0.187
C -5.9582 -1.7734 -1.4400 -0.226
C -5.3969 -0.9530 -0.4651 -0.004
C -3.9860 -0.6225 -0.5177 0.287
C -3.1808 0.1427 0.2936 -0.314
C -1.9075 0.0573 -0.3126 0.048
C -0.6543 0.7013 0.1523 0.645
O -0.6104 1.3935 1.1491 -0.590
N 0.3961 0.4200 -0.6582 -0.586
C 1.6936 0.8713 -0.5025 0.289
C 2.2365 1.6980 0.4970 -0.353
C 3.5670 1.8225 0.1592 0.186
C 4.6693 2.5636 0.8210 -0.653
N 3.7482 1.1083 -0.9763 -0.167
C 4.9760 0.8893 -1.6896 -0.235
C 5.9134 -0.0103 -0.9210 -0.051
C 5.4320 -1.1912 -0.3680 -0.146
C 6.2666 -2.0260 0.3504 -0.237
C 7.5987 -1.6777 0.5134 -0.044
Cl 8.6508 -2.7160 1.4098 0.008
C 8.0970 -0.5065 -0.0334 -0.217
C 7.2489 0.3234 -0.7454 -0.207
N 2.6201 0.5178 -1.3837 -0.318
N -1.9631 -0.6956 -1.3896 -0.122
O -3.2340 -1.1157 -1.5214 -0.254
C -6.1890 -0.4456 0.5667 -0.307
H -7.1348 0.0124 3.1905 0.178
H -7.5095 1.4497 2.1957 0.178
H -8.7628 0.7315 3.2364 0.204
H -9.1449 -1.8158 -0.3011 0.227
H -7.7453 -2.7178 -2.1324 0.219
H -5.3371 -2.1595 -2.2323 0.226
H -3.4214 0.6878 1.1800 0.247
H 0.2252 -0.1692 -1.4629 0.433
H 1.7163 2.1260 1.3262 0.254
H 5.0854 3.3174 0.1520 0.220
H 4.2910 3.0588 1.7102 0.237
H 5.4722 1.8845 1.1083 0.232
H 4.6984 0.4174 -2.6369 0.246
H 5.4587 1.8491 -1.8993 0.209
H 4.3932 -1.4534 -0.5020 0.224
H 5.8908 -2.9407 0.7806 0.230
H 9.1349 -0.2459 0.1010 0.227
H 7.6356 1.2390 -1.1687 0.215
H -5.7344 0.1872 1.3102 0.221
```

Results
total charge	0
SMILES	COc1cccc(-c2cc(C(=O)Nc3cc(C)n(Cc4ccc(Cl)cc4)n3)no2)c1
highest occupied orbital energy	-8.40	eV
lowest unoccupied orbital energy	0.206	eV
molecular weight	422.9	u
E_tot	-47746.988	eV

=====

Computed, not measured: a molecular structure, C22H19ClO5PTi at a distorted geometry, with the ωB97M-V functional and the def2-TZVPD basis.

```
49
Properties=species:S:1:pos:R:3:nbo_charge:R:1
Ti 0.1769 0.0055 1.9029 0.677
O 1.0165 -0.9949 5.6266 -0.623
C 0.9913 -0.6359 4.3522 0.799
O -0.0020 -0.7740 3.6277 -0.578
C 2.3169 -0.1264 3.8175 -0.181
O 2.1931 0.1294 2.4244 -0.495
C 2.4116 1.4786 1.9913 -0.174
C 0.9950 2.1219 1.8182 0.704
O 0.7458 2.8655 0.8915 -0.588
O 0.1704 1.6923 2.7058 -0.697
H 0.1565 -1.3345 5.9295 0.524
H 2.6226 0.7690 4.3751 0.249
H 3.0803 -0.9095 3.9731 0.250
H 3.0239 2.0463 2.6980 0.218
H 2.9220 1.4311 1.0180 0.230
Cl 0.7545 -2.2114 1.1275 0.166
C 1.1084 -2.2319 -0.5800 -0.027
C 1.7274 -3.3363 -1.1338 -0.217
C 1.9598 -3.3583 -2.5015 -0.176
C 1.5791 -2.2903 -3.2955 -0.205
C 0.9748 -1.1812 -2.7296 -0.126
C 0.7259 -1.1403 -1.3621 -0.382
P -0.0060 0.3001 -0.5042 0.959
C -1.6402 -0.4330 -0.0865 -0.310
C -2.0866 -0.1932 1.2247 -0.267
C -3.2426 -0.8034 1.6933 -0.154
C -3.9653 -1.6347 0.8488 -0.183
C -3.5384 -1.8589 -0.4518 -0.190
C -2.3674 -1.2821 -0.9175 -0.136
C -0.3033 1.5631 -1.7571 -0.386
C 0.8042 2.3101 -2.1554 -0.166
C 0.6291 3.3836 -3.0058 -0.199
C -0.6425 3.7163 -3.4466 -0.174
C -1.7404 2.9727 -3.0465 -0.219
C -1.5809 1.8984 -2.1913 -0.128
H 2.0322 -4.1657 -0.5156 0.239
H 2.4456 -4.2143 -2.9381 0.235
H 1.7561 -2.3235 -4.3588 0.233
H 0.6841 -0.3387 -3.3407 0.230
H -1.6129 0.6175 1.8254 0.236
H -3.5868 -0.6236 2.7021 0.232
H -4.8695 -2.1038 1.2074 0.234
H -4.1180 -2.4937 -1.1055 0.233
H -2.0193 -1.4715 -1.9249 0.225
H 1.7854 2.0481 -1.7782 0.217
H 1.4772 3.9751 -3.3125 0.227
H -0.7818 4.5676 -4.0956 0.227
H -2.7258 3.2421 -3.3902 0.225
H -2.4369 1.3308 -1.8557 0.211
```

Results
total charge	+1
highest occupied orbital energy (spin up / spin down)	-9.64 / -11.64	eV
spin multiplicity	3
lowest unoccupied orbital energy (spin up / spin down)	-2.579 / -2.690	eV
molecular weight	477.7	u
E_tot	-78280.608	eV

=====

Computed, not measured: a molecular structure, C22H19N2O2ScTe, with the ωB97M-V functional and the def2-TZVPD basis.

```
47
Properties=species:S:1:pos:R:3:nbo_charge:R:1
Sc -0.5754 0.0237 -0.0437 1.708
O 1.1046 1.0962 -0.0713 -0.807
C 2.1169 1.3757 0.7058 0.405
C 2.9940 2.4217 0.3607 -0.236
C 4.0733 2.7293 1.1519 -0.164
C 4.3402 2.0120 2.3290 -0.277
C 3.4951 0.9915 2.6797 -0.129
C 2.3789 0.6557 1.8912 -0.246
C 1.5291 -0.4127 2.3450 0.213
N 0.4499 -0.8360 1.7915 -0.569
C -0.2736 -1.9034 2.5014 -0.236
C -1.3861 -2.4360 1.6092 -0.247
N -2.0424 -1.2808 1.0141 -0.562
C -3.2960 -1.0891 1.1858 0.218
C -4.0307 0.0710 0.7481 -0.248
C -5.4282 0.0581 0.8936 -0.130
C -6.1990 1.1284 0.5155 -0.272
C -5.5599 2.2582 -0.0128 -0.167
C -4.1928 2.3039 -0.1489 -0.235
C -3.3861 1.2144 0.2226 0.397
O -2.0826 1.2912 0.0909 -0.812
H 2.7864 2.9634 -0.5526 0.222
H 4.7306 3.5393 0.8607 0.215
H 5.1938 2.2625 2.9426 0.218
H 3.6734 0.4198 3.5844 0.206
H 1.8496 -0.8970 3.2734 0.170
H -0.7112 -1.4850 3.4122 0.199
H 0.4017 -2.7145 2.7841 0.205
H -2.0802 -3.0543 2.1861 0.195
H -0.9593 -3.0405 0.8065 0.233
H -3.8715 -1.8539 1.7168 0.171
H -5.8914 -0.8299 1.3104 0.206
H -7.2744 1.1064 0.6210 0.217
H -6.1524 3.1121 -0.3169 0.215
H -3.6977 3.1782 -0.5509 0.219
Te -0.7226 -1.7924 -2.1993 -0.219
C 1.1702 -1.4236 -3.0822 -0.198
C 2.3286 -1.3331 -2.3136 -0.252
C 3.5557 -1.0878 -2.9141 -0.197
C 3.6428 -0.9408 -4.2908 -0.229
C 2.4946 -1.0389 -5.0638 -0.205
C 1.2647 -1.2752 -4.4644 -0.250
H 2.2722 -1.4556 -1.2389 0.208
H 4.4468 -1.0125 -2.3029 0.209
H 4.6003 -0.7527 -4.7595 0.210
H 2.5518 -0.9273 -6.1395 0.210
H 0.3683 -1.3399 -5.0681 0.217
```

Results
total charge	0
highest occupied orbital energy	-7.18	eV
lowest unoccupied orbital energy	-0.403	eV
molecular weight	516.0	u
E_tot	-58195.577	eV